Density functional theory data (ωB97M-V/def2-TZVPD) for a cluster of 2 separate species, C9H11NSi in total.

Geometry as XYZ:
```
22
Properties=species:S:1:pos:R:3:forces:R:3
C -1.3959 0.9681 -0.5120 -1.314 1.624 -0.012
C 3.3205 -0.1531 -0.6936 3.282 1.009 -2.007
C 2.7019 1.0995 -0.6389 2.390 1.217 -0.335
C 2.7384 -1.2967 -0.2946 0.986 -2.569 0.638
C 1.4160 1.1449 -0.2398 -1.977 0.492 -0.879
C 1.4421 -1.2733 0.0488 -1.659 -1.499 0.680
C 0.7043 -0.1144 -0.1523 0.907 1.237 0.968
C -3.2678 1.7734 1.5091 0.273 0.075 2.422
C -0.6668 -0.2111 -0.2865 -2.532 1.217 0.871
N -2.1000 1.9187 -0.6008 1.730 -1.793 -0.303
Si -1.6976 -1.7811 -0.0963 -0.319 1.049 -1.587
H 4.3216 -0.2568 -1.1907 -0.847 0.422 0.798
H 3.3277 2.0341 -0.9293 -1.373 -1.713 0.667
H 3.2286 -2.2989 -0.2539 0.023 1.208 -0.192
H 0.8814 2.1300 -0.2298 0.291 -1.219 0.063
H 0.9732 -2.2232 0.3943 0.210 0.968 -0.506
H -2.6030 1.1758 2.1871 -0.361 1.250 -0.336
H -3.8659 2.6376 1.9020 0.828 -1.026 -0.566
H -3.6513 1.0948 0.8159 -1.183 -0.352 -1.068
H -2.1815 -2.2453 1.1992 0.342 -0.111 0.360
H -0.7698 -2.4850 -0.9219 0.394 -1.644 -0.046
H -2.8559 -1.6380 -1.0159 -0.090 0.158 0.368
```
Positions in Å, forces in eV/Å.

Results
LUMO energy (spin up / spin down): 0.46 / -1.71 eV
ΔE to the lowest compared entry with this formula, charge and spin: 5.264 eV